Entry 1:
ORCA calculation (wB97M-V/def2-TZVPD) on a structure of composition C3H6LiO5 in a non-equilibrium geometry.

Net charge: -1
HOMO: -3.1 eV
Energy: -13652.301 eV
F_max: 3.5 eV/Å
Frontier orbital gap: 4.62 eV
Lowest unoccupied orbital energy: 1.5 eV

Last column: Löwdin charge in e.
Atoms and positions in Å:
C -1.266 -0.333 0.466  -0.3123
C 0.163 -0.354 -0.061  -0.1656
O 0.102 -0.356 -1.485  0.0111
C 1.252 -0.484 -2.186  -0.7954
O 2.341 -0.587 -1.572  -0.0907
O 1.121 -0.477 -3.435  -0.0808
O -1.287 -0.416 1.855  -0.1614
Li 2.857 -0.692 -3.105  0.7474
H -1.811 -1.181 0.009  0.1114
H -1.760 0.592 0.110  0.1221
H 0.682 -1.256 0.296  0.1272
H 0.719 0.528 0.291  0.1392
H -1.174 0.579 2.299  0.0894
O -0.858 2.285 2.798  -0.5664
H -1.081 2.152 3.722  -0.1753


Entry 2:
ORCA calculation (wB97M-V/def2-TZVPD) on a cluster of 4 separate species, C30H65F4N4O7 in total in a non-equilibrium geometry.

HOMO (spin up / spin down): -8.3 / -8.6 eV
Multiplicity: 2
Energy: -63321.243 eV
F_max: 1.1 eV/Å
Frontier orbital gap (spin up / spin down): 8.74 / 8.97 eV
Expectation value of S²: 0.75
Lowest unoccupied orbital energy (spin up / spin down): 0.4 / 0.4 eV

Last column: Löwdin spin population.
Atoms and positions in Å:
C -5.001 4.665 1.469  -0.0012
C -4.044 3.587 2.001  0.0255
C -4.361 2.309 1.213  0.0028
C -2.608 4.059 1.712  0.0176
C -1.463 3.367 2.483  0.0013
C -0.338 4.415 2.649  0.0012
C -0.890 2.178 1.694  0.0001
F -1.604 1.023 1.936  0.0000
F -0.964 2.385 0.337  0.0001
C 0.577 1.759 1.943  0.0000
F 1.466 2.553 1.278  0.0000
F 0.891 1.739 3.264  0.0003
C -1.867 2.901 3.908  0.0177
C -3.351 2.582 4.212  0.0255
C -3.711 1.086 4.026  0.0046
C -3.552 2.870 5.714  -0.0016
N -4.281 3.454 3.457  0.3741
O -4.546 4.567 4.031  0.5259
H -4.647 5.665 1.708  -0.0002
H -5.061 4.595 0.385  -0.0004
H -5.989 4.559 1.908  -0.0003
H -5.391 2.013 1.428  0.0011
H -3.731 1.464 1.460  0.0000
H -4.321 2.535 0.152  -0.0004
H -2.462 3.975 0.640  0.0012
H -2.573 5.121 1.947  0.0019
H 0.364 4.131 3.430  0.0001
H -0.775 5.362 2.958  0.0001
H 0.191 4.591 1.715  0.0000
H 0.687 0.742 1.554  0.0000
H -1.571 3.700 4.585  0.0015
H -1.293 2.032 4.218  0.0010
H -4.224 0.728 4.918  -0.0001
H -2.821 0.473 3.923  0.0000
H -4.391 0.914 3.202  0.0011
H -3.070 2.064 6.266  -0.0004
H -3.107 3.811 6.016  0.0000
H -4.609 2.868 5.961  -0.0003
C 1.788 -1.048 4.369  0.0000
O 1.284 -2.344 4.100  0.0000
C 0.890 -2.537 2.746  0.0000
C 1.791 -3.524 2.043  0.0000
N 3.127 -2.969 1.852  0.0000
C 4.115 -3.928 1.368  0.0000
C 4.472 -5.106 2.268  0.0000
O 5.150 -4.743 3.455  0.0000
C 4.322 -4.397 4.550  0.0000
H 1.944 -0.972 5.444  0.0000
H 2.747 -0.875 3.866  0.0000
H 1.079 -0.280 4.061  0.0000
H 0.873 -1.584 2.207  0.0000
H -0.128 -2.936 2.756  0.0000
H 1.362 -3.759 1.066  0.0000
H 1.807 -4.446 2.641  0.0000
H 3.452 -2.586 2.730  0.0000
H 5.037 -3.373 1.174  0.0000
H 3.773 -4.319 0.404  0.0000
H 5.167 -5.740 1.711  0.0000
H 3.600 -5.729 2.502  0.0000
H 3.381 -4.953 4.539  0.0000
H 4.107 -3.325 4.574  0.0000
H 4.863 -4.647 5.463  0.0000
C 2.602 4.785 -6.788  0.0000
O 1.594 3.910 -6.322  0.0000
C 2.063 2.614 -5.972  0.0000
C 1.930 2.376 -4.484  0.0000
N 2.862 3.206 -3.733  0.0000
C 2.655 3.193 -2.288  0.0000
C 1.347 3.754 -1.743  0.0000
O 1.197 5.152 -1.924  0.0000
C 0.642 5.552 -3.163  0.0000
H 2.112 5.698 -7.121  0.0000
H 3.318 5.041 -6.000  0.0000
H 3.144 4.351 -7.633  0.0000
H 3.098 2.472 -6.296  0.0000
H 1.439 1.887 -6.501  0.0000
H 2.144 1.324 -4.272  0.0000
H 0.883 2.569 -4.210  0.0000
H 2.788 4.160 -4.063  0.0000
H 3.471 3.765 -1.839  0.0000
H 2.764 2.162 -1.934  0.0000
H 1.350 3.590 -0.665  0.0000
H 0.471 3.224 -2.135  0.0000
H -0.070 4.815 -3.545  0.0000
H 1.414 5.732 -3.916  0.0000
H 0.114 6.492 -2.999  0.0000
C 0.438 -4.568 -5.843  0.0000
O -0.879 -4.513 -5.332  0.0000
C -1.510 -5.782 -5.206  0.0000
C -1.748 -6.122 -3.751  0.0000
N -0.491 -6.379 -3.061  0.0000
C -0.609 -6.507 -1.612  0.0000
C -1.070 -5.289 -0.820  0.0000
O -0.149 -4.213 -0.825  0.0000
C -0.258 -3.323 -1.922  0.0000
H 0.772 -3.543 -5.992  0.0000
H 1.126 -5.063 -5.149  0.0000
H 0.468 -5.089 -6.805  0.0000
H -0.921 -6.562 -5.696  0.0000
H -2.477 -5.719 -5.714  0.0000
H -2.373 -7.018 -3.693  0.0000
H -2.309 -5.290 -3.305  0.0000
H 0.154 -5.628 -3.269  0.0000
H 0.375 -6.793 -1.232  0.0000
H -1.285 -7.340 -1.393  0.0000
H -1.159 -5.598 0.225  0.0000
H -2.063 -4.940 -1.126  0.0000
H -1.288 -3.239 -2.277  0.0000
H 0.390 -3.619 -2.751  0.0000
H 0.074 -2.341 -1.581  0.0000


Entry 3:
ORCA calculation (wB97M-V/def2-TZVPD) on an isolated molecule of C4H9NO.

HOMO: -9.6 eV
Energy: -7832.131 eV
F_max: 0.3 eV/Å
Frontier orbital gap: 10.55 eV
Lowest unoccupied orbital energy: 0.9 eV

Last column: Löwdin charge in e.
Atoms and positions in Å:
C 0.517 -2.168 0.298  -0.0900
C 0.994 -0.757 0.626  -0.2457
N 0.395 0.258 -0.221  0.0337
C -0.650 1.028 0.198  -0.5454
C -1.116 2.072 -0.799  -0.0064
O -1.149 0.920 1.306  0.0385
H 1.001 -2.898 0.956  0.0715
H 0.751 -2.438 -0.738  0.0687
H -0.565 -2.245 0.438  0.0760
H 0.723 -0.495 1.651  0.1125
H 2.084 -0.686 0.537  0.1135
H 0.728 0.360 -1.165  0.1316
H -0.831 1.843 -1.830  0.0717
H -0.681 3.038 -0.523  0.0863
H -2.202 2.168 -0.733  0.0836


Entry 4:
ORCA calculation (wB97M-V/def2-TZVPD) on a cluster of 10 separate species, C16H52N11O10 in total in a non-equilibrium geometry.

Net charge: -1
HOMO: -6.5 eV
Energy: -54306.976 eV
F_max: 2.3 eV/Å
Frontier orbital gap: 8.75 eV
Lowest unoccupied orbital energy: 2.3 eV

Last column: Löwdin charge in e.
Atoms and positions in Å:
C 0.499 0.452 0.013  -0.2355
O -0.859 0.836 -0.161  -0.4399
H 0.653 -0.566 -0.364  0.0419
H 1.167 1.118 -0.546  0.0619
H 0.694 0.486 1.090  0.0394
C -1.052 -1.610 4.027  -0.0767
C -1.530 -1.549 2.566  -0.2816
O -1.960 -0.201 2.378  -0.1334
H -1.979 -1.702 4.602  0.0709
H -0.552 -0.712 4.390  0.0704
H -0.390 -2.411 4.362  0.0577
H -2.394 -2.191 2.375  0.1109
H -0.707 -1.799 1.891  0.0802
H -1.612 0.055 1.504  0.0155
C 3.521 3.585 0.134  -0.0951
C 3.727 2.455 1.144  -0.2904
O 4.557 1.444 0.523  -0.0978
H 3.071 4.464 0.600  0.0751
H 2.814 3.251 -0.630  0.0634
H 4.430 3.914 -0.373  0.0731
H 2.735 2.028 1.298  0.0696
H 4.207 2.764 2.070  0.1082
H 4.500 1.666 -0.410  0.0557
C 2.012 -2.532 2.812  -0.0814
C 2.630 -3.090 4.093  -0.3074
O 2.931 -1.992 4.949  -0.0927
H 1.527 -1.573 2.972  0.0541
H 1.260 -3.154 2.321  0.0602
H 2.800 -2.472 2.059  0.0788
H 3.548 -3.679 4.015  0.1071
H 1.861 -3.725 4.553  0.0981
H 3.044 -2.289 5.854  0.0744
C -2.729 -0.810 -2.632  -0.6710
O -3.144 -1.409 -3.624  -0.0022
N -2.709 -1.351 -1.372  0.1397
N -2.140 0.415 -2.644  0.1615
H -2.228 -0.807 -0.667  0.0489
H -3.100 -2.248 -1.168  0.0946
H -1.847 0.819 -3.517  0.0781
H -1.677 0.691 -1.780  0.0283
C -0.917 4.383 -1.169  -0.6751
O -0.929 5.612 -1.220  -0.0076
N -0.480 3.663 -0.094  0.1510
N -1.510 3.566 -2.095  0.1555
H -0.430 2.637 -0.126  0.0354
H -0.057 4.105 0.702  0.0909
H -1.976 3.998 -2.870  0.1001
H -1.714 2.646 -1.747  0.0529
C -5.307 0.654 0.949  -0.6747
O -6.470 0.787 0.568  -0.0078
N -4.216 0.567 0.124  0.1681
N -5.000 0.648 2.277  0.1487
H -4.425 0.460 -0.850  0.0904
H -3.269 0.556 0.454  0.0488
H -5.764 0.666 2.922  0.0938
H -4.062 0.384 2.544  0.0645
C 0.031 2.735 4.052  -0.6877
O 0.115 3.298 5.145  -0.0026
N -1.003 2.880 3.216  0.1791
N 1.089 1.993 3.568  0.1572
H -1.767 3.440 3.552  0.1117
H -1.112 2.483 2.298  0.0779
H 1.787 1.926 4.294  0.1008
H 1.015 1.195 2.961  0.0562
C 0.339 -4.545 -0.457  -0.6671
O 1.527 -4.313 -0.262  0.0173
N -0.573 -3.527 -0.575  0.1531
N -0.251 -5.776 -0.416  0.1472
H -0.252 -2.578 -0.489  0.0641
H -1.370 -3.658 -1.173  0.0787
H 0.345 -6.539 -0.147  0.1004
H -1.216 -5.938 -0.612  0.0898
C 2.317 -1.753 -2.984  -0.0671
C 1.454 -1.350 -4.167  -0.4053
C 1.016 0.114 -4.049  -0.2351
O 0.119 0.344 -5.089  -0.1966
C -0.154 1.721 -5.303  -0.1083
N 2.309 -1.557 -5.371  0.0260
H 3.168 -1.071 -2.887  0.0789
H 2.741 -2.753 -3.059  0.0791
H 1.785 -1.706 -2.031  0.0505
H 0.572 -1.981 -4.272  0.1428
H 1.861 0.811 -4.110  0.1326
H 0.554 0.079 -3.050  0.1108
H 0.700 2.012 -5.932  0.0882
H -0.098 2.389 -4.437  0.0748
H -1.072 1.921 -5.849  0.0879
H 3.186 -1.054 -5.302  0.0593
H 1.789 -1.143 -6.140  0.0577